# C7H7O6PtS

C7H7O6PtS as an isolated structure (ωB97M-V with the def2-TZVPD basis set, OMol25).

Geometry as XYZ:
```
22
Properties=species:S:1:pos:R:3:forces:R:3
O 2.38744 -1.61909 -3.51416 -3.6 1.5 1.1
C 1.34080 -1.18530 -3.25208 3.8 -1.4 -1.0
Pt -1.20153 0.52034 -1.87417 1.6 -3.1 4.0
O 1.31420 2.32018 -1.14577 -2.9 -4.0 -1.6
C 0.58581 1.48825 -1.51183 4.0 4.9 1.7
C -1.91830 1.57606 -0.40664 -5.9 6.8 6.0
O -2.48804 2.32825 0.34338 4.6 -5.6 -5.4
C -4.01047 0.15028 -1.48382 -1.1 -5.0 0.2
O -4.31495 -0.96441 -1.38455 1.0 4.6 -0.4
C -1.38224 1.17325 -3.53677 -4.0 4.4 -8.8
O -1.80671 1.65895 -4.50317 2.4 -2.2 4.0
H 0.87777 -0.58393 -2.23613 -0.1 -0.8 -0.6
C 0.12215 -1.22784 3.16426 -2.0 -0.4 1.4
S 0.48579 0.13164 2.05468 0.7 -3.5 0.4
C 2.25554 -0.19484 2.06585 1.1 1.3 -1.1
O -0.07905 -0.27682 0.70920 0.2 0.9 0.6
H 0.57392 -1.07535 4.13729 0.5 0.6 0.1
H 0.40706 -2.23337 2.84050 0.5 0.4 -0.9
H -0.93879 -1.30720 3.40641 -0.2 0.3 -0.3
H 2.46571 -1.19544 1.63531 -0.5 0.4 0.4
H 2.67583 0.57523 1.40182 0.3 -0.2 0.3
H 2.64806 -0.05883 3.09038 -0.4 0.0 -0.4
```
Forces are in eV/Å.

Output
LUMO (spin up / spin down) ... -13.454 / -16.268 eV
Relative energy (zero: lowest compared OMol25 entry of this formula, charge and spin) ... 89.86 kJ/mol
Net charge ... +3
Orbital gap (spin up / spin down) ... 5.5 / 7.4 eV
E_tot ... -1238.3230 hartree
E_HOMO (spin up / spin down) ... -0.6957 / -0.8689 Ha
Expectation value of S² ... 6.02
Spin multiplicity ... 5